255
Properties=species:S:1:pos:R:3:forces:R:3 method="wB97M-V/def2-TZVPD" de_lowest_kj_mol=260.8 lumo_ev=0.26
C 1.4864 -3.1474 3.3668 -0.78 1.23 1.19
C 1.6512 -3.6573 4.8285 1.06 -0.32 -1.06
C 1.2762 -5.1382 4.8513 0.39 0.39 -0.20
O 1.5037 -5.6352 6.1350 -0.34 0.73 0.31
C 1.2530 -6.9795 6.2192 -0.09 -1.46 1.30
N 3.0290 -3.4467 5.3157 -0.22 1.01 0.40
H 0.4576 -2.7898 3.1859 0.01 -0.72 -0.23
H 1.8267 -3.8836 2.6543 0.03 0.01 -0.32
H 2.0354 -2.2016 3.2968 0.42 -0.32 -0.22
H 0.9698 -3.1169 5.4883 0.09 -0.03 0.06
H 1.8962 -5.7520 4.1674 -0.02 0.44 -0.24
H 0.2293 -5.2260 4.5067 0.06 -0.26 0.30
H 2.0427 -7.6054 5.7704 -0.30 0.17 -0.56
H 0.2413 -7.2384 5.8846 0.16 -0.15 -0.39
H 1.2923 -7.2877 7.2762 -0.06 0.36 -0.12
H 3.7374 -3.6141 4.5874 -0.85 0.32 0.31
H 3.0763 -2.4446 5.6253 0.11 -1.30 -0.39
C -2.9853 4.6059 2.9624 -0.72 0.12 1.37
C -2.2319 4.4860 4.3221 0.31 0.55 -1.35
C -2.4977 3.1295 4.9096 2.55 -0.78 -0.27
O -3.8148 3.0243 5.1633 -2.66 -0.32 -0.05
C -4.1999 1.8434 5.8299 1.13 0.24 0.98
N -0.8051 4.7757 4.1850 0.40 -0.31 0.90
H -4.0369 4.3061 3.0625 0.26 0.20 0.19
H -2.5950 3.9365 2.1924 0.49 0.44 -0.09
H -3.0098 5.6761 2.7473 0.25 -0.18 -0.72
H -2.6436 5.2406 5.0026 0.01 -0.16 -0.04
H -1.8883 2.8975 5.7991 0.04 0.51 0.11
H -2.1705 2.3536 4.1863 -0.02 0.06 -0.14
H -4.2571 2.1129 6.8938 -0.55 -0.35 -0.06
H -3.4048 1.0838 5.7949 -0.20 -0.01 -0.37
H -5.1206 1.4343 5.4334 -0.22 0.12 0.02
H -0.2724 4.3909 3.4172 -0.74 -0.27 -0.15
H -0.5555 5.7497 4.2119 -0.36 0.21 0.13
C 1.7898 1.1482 -6.9497 0.33 -0.46 -0.12
C 1.3632 2.2131 -5.9420 -0.97 0.12 -2.15
C 1.9668 2.0075 -4.6256 1.68 -0.50 0.67
O 1.3134 2.7866 -3.6858 -0.07 0.32 1.20
C 1.9061 2.7127 -2.3720 -1.24 0.37 -0.43
N 1.7031 3.6009 -6.4048 -1.06 0.00 1.07
H 1.4287 1.3794 -7.9545 -0.13 0.06 0.09
H 1.3767 0.1715 -6.6563 -0.07 0.25 -0.07
H 2.8699 0.9862 -7.0556 -0.04 0.38 0.25
H 0.2673 2.0704 -5.8714 0.19 0.26 0.25
H 3.0290 2.3033 -4.7310 -0.05 0.08 0.14
H 2.0022 0.9636 -4.2858 -0.30 -0.16 -0.31
H 1.0731 2.5268 -1.6773 0.28 0.08 -0.06
H 2.3242 3.6985 -2.1516 0.37 -0.28 0.13
H 2.6152 1.8889 -2.2689 0.20 0.26 -0.13
H 1.1409 3.8567 -7.2179 0.22 -0.41 -0.05
H 1.2783 4.2035 -5.6704 0.69 -0.31 -0.51
C 3.7930 -5.2271 1.1795 0.39 0.13 -0.06
C 5.1435 -4.6969 1.6259 -0.23 -0.43 1.44
C 5.7541 -3.6972 0.7048 0.01 0.10 -0.79
O 6.2046 -4.3868 -0.4358 0.19 0.46 -1.10
C 6.5157 -3.4415 -1.4646 -0.17 -0.34 -0.34
N 5.0080 -4.1065 3.0128 1.90 -1.03 -0.24
H 3.3418 -5.8110 1.9828 0.02 -0.14 -0.05
H 3.9853 -5.8666 0.3177 -0.44 0.06 -0.10
H 3.1130 -4.4085 0.9463 -0.03 -0.01 -0.22
H 5.8223 -5.5641 1.6329 0.06 0.20 0.14
H 6.6424 -3.2179 1.1295 -0.23 0.38 0.44
H 5.0076 -2.9696 0.3538 0.10 0.30 0.51
H 7.4167 -2.8380 -1.2546 -0.26 -0.22 0.17
H 5.6700 -2.7575 -1.6512 0.20 -0.16 0.25
H 6.6741 -3.9922 -2.3965 0.12 -0.05 0.25
H 5.9690 -3.7748 3.2467 -0.80 0.15 -0.23
H 5.0055 -4.9380 3.6299 -0.56 0.49 -0.23
C -5.2996 -4.2467 -2.4125 -0.93 0.10 -0.56
C -3.9837 -3.9928 -3.1149 0.26 0.01 1.21
C -3.2975 -5.3068 -3.3790 0.00 -1.37 0.25
O -2.0786 -5.2224 -4.0922 -0.10 0.00 -0.21
C -1.1608 -4.3366 -3.5051 0.43 0.37 -0.06
N -4.2057 -3.2702 -4.3330 -0.06 0.90 -0.82
H -5.7758 -3.3085 -2.1058 0.22 -0.04 0.20
H -5.2400 -4.9272 -1.5667 0.21 0.09 0.13
H -6.0025 -4.6640 -3.1471 0.15 -0.13 0.13
H -3.3230 -3.4914 -2.3780 -0.16 0.24 -0.24
H -3.9358 -6.0210 -3.9153 0.03 0.45 -0.38
H -3.1207 -5.8399 -2.4231 0.10 0.51 0.04
H -1.0483 -4.5049 -2.4243 -0.20 0.10 -0.06
H -1.4349 -3.2916 -3.7166 0.02 -0.18 0.33
H -0.1783 -4.4779 -3.9611 -0.15 -0.22 -0.12
H -3.3460 -3.1800 -4.8580 0.01 -0.19 0.05
H -4.5544 -2.3053 -4.2300 0.07 -0.79 0.31
C 5.2108 0.1435 -2.5323 -0.15 0.29 -1.29
C 6.3334 1.1600 -2.7070 -0.08 -0.22 0.41
C 7.0708 0.8936 -4.0017 -1.30 -0.27 -0.92
O 7.7729 -0.3176 -3.9115 0.18 0.27 0.62
C 8.4759 -0.6543 -5.0765 -0.55 -0.74 0.02
N 5.8126 2.5252 -2.6307 0.65 0.69 -0.37
H 4.7425 0.2127 -1.5570 -0.05 -0.33 0.12
H 5.5611 -0.8470 -2.8293 0.15 -0.07 0.71
H 4.4605 0.3275 -3.3273 -0.03 0.28 0.43
H 7.0454 1.0113 -1.8859 -0.05 0.22 -0.02
H 7.6794 1.7444 -4.3501 0.22 -0.22 0.31
H 6.2346 0.7822 -4.7377 0.58 0.11 -0.15
H 9.1950 0.1245 -5.3254 0.05 -0.01 -0.36
H 7.7568 -0.8896 -5.8755 0.25 0.51 -0.24
H 8.9696 -1.6049 -4.8798 0.32 0.16 0.11
H 5.0533 2.7296 -3.2825 0.01 -0.60 0.12
H 6.5620 3.1427 -2.9664 -0.31 -0.05 0.46
C -2.0618 -3.2208 -7.2875 0.44 -0.72 -1.25
C -2.0908 -1.7336 -7.4640 1.30 0.54 0.13
C -1.7557 -1.0455 -6.1405 -0.77 0.87 -0.33
O -0.5669 -1.4935 -5.5507 0.62 -0.28 0.01
C -0.3865 -0.8869 -4.2858 -0.73 1.05 -0.23
N -1.1441 -1.3769 -8.5634 -0.07 -0.11 0.57
H -2.5521 -3.5805 -6.4028 -0.31 -0.20 0.15
H -1.0242 -3.5737 -7.2610 -0.03 0.19 0.34
H -2.4535 -3.7031 -8.1876 -0.33 -0.05 0.23
H -3.0658 -1.3358 -7.7454 -0.17 -0.25 -0.04
H -2.6029 -1.1712 -5.4306 0.23 0.04 -0.22
H -1.7094 0.0399 -6.4032 0.18 -0.24 0.53
H -0.4033 0.2129 -4.4260 -0.15 -0.24 0.26
H 0.5620 -1.0961 -3.7987 0.10 -0.63 -0.33
H -1.2281 -1.1756 -3.6383 0.26 0.18 0.17
H -0.2641 -1.8697 -8.3967 -0.26 0.16 -0.04
H -0.9115 -0.3839 -8.5259 -0.17 -0.21 -0.03
C 6.5833 0.4060 4.6002 0.21 1.27 -0.02
C 5.8021 0.4134 3.2985 -1.56 1.09 0.12
C 6.6016 0.3701 2.0100 -0.08 -1.37 0.38
O 7.3536 1.5276 1.8974 0.35 0.50 0.07
C 8.4087 1.4611 0.9699 0.14 -0.32 -0.36
N 4.6656 -0.5411 3.3431 1.10 -0.60 -0.77
H 7.0972 -0.5203 4.8558 -0.24 -0.16 -0.06
H 5.9286 0.7625 5.4025 -0.08 -0.64 0.07
H 7.3325 1.2105 4.5764 0.09 -0.34 -0.29
H 5.2646 1.3800 3.2384 0.50 0.03 0.25
H 5.9041 0.2714 1.1611 0.14 -0.09 0.01
H 7.2329 -0.5408 2.0722 0.07 0.22 -0.37
H 8.8151 2.4658 0.9019 0.17 -0.03 -0.03
H 8.0917 1.1373 -0.0361 -0.21 0.18 0.26
H 9.1895 0.7438 1.2726 -0.13 0.23 0.18
H 4.3971 -0.7070 2.3638 -0.18 0.00 0.46
H 5.0432 -1.4432 3.6403 -0.28 -0.06 -0.02
C -4.9212 4.1228 -0.6551 -0.41 -0.66 -1.51
C -4.7709 5.3876 0.1230 -0.80 0.15 -0.33
C -5.1351 6.5696 -0.7689 0.48 0.08 -0.50
O -5.1683 7.7452 0.0076 0.48 -1.28 0.88
C -5.1751 8.9039 -0.7053 -1.01 1.54 -1.35
N -5.6922 5.2910 1.2541 -0.47 0.47 0.33
H -4.3345 4.1109 -1.5854 0.33 0.03 0.38
H -5.9437 4.0289 -1.0556 -0.01 -0.10 0.46
H -4.6848 3.2491 -0.0549 0.03 -0.09 -0.06
H -3.7274 5.4102 0.4322 -0.03 0.53 0.43
H -6.1178 6.3964 -1.2498 0.10 0.01 0.24
H -4.4101 6.6659 -1.6047 -0.09 0.07 0.34
H -6.0981 9.0007 -1.3131 0.16 -0.11 0.06
H -4.3488 9.0311 -1.4173 0.23 -0.21 0.23
H -5.2036 9.7504 -0.0249 0.24 -0.01 0.19
H -5.7418 6.1797 1.7542 0.40 -0.16 -0.02
H -6.6410 5.2275 0.8675 0.33 -0.31 0.06
C -8.1725 -0.7618 0.9588 -1.09 -0.11 0.79
C -7.0598 -0.0627 1.7307 -1.09 0.63 0.75
C -6.1889 0.6599 0.7287 -0.06 -0.77 -0.74
O -4.8686 0.9055 1.0904 0.19 0.46 0.63
C -4.7266 1.7764 2.1920 1.36 -0.04 0.44
N -7.7019 0.9401 2.6577 0.54 -0.64 0.78
H -8.8908 -1.2250 1.6567 0.54 -0.29 0.00
H -7.7824 -1.5247 0.2883 -0.09 0.05 -0.10
H -8.8674 -0.0769 0.4561 0.70 0.21 -0.38
H -6.4998 -0.8182 2.3046 0.16 0.15 -0.32
H -6.7010 1.5732 0.4081 -0.06 0.07 0.00
H -6.0636 -0.0184 -0.1203 -0.30 0.16 -0.18
H -5.1184 1.3837 3.1385 -0.15 -0.09 -0.29
H -5.0779 2.8045 2.0407 -0.28 -0.28 -0.21
H -3.6398 1.8039 2.3400 -0.19 0.28 0.11
H -8.3471 0.4587 3.2965 -0.01 0.00 -0.61
H -6.9989 1.2658 3.3368 -0.30 0.08 -0.68
C -5.7083 -0.3656 -6.5814 0.08 0.63 0.10
C -6.3025 0.5749 -5.5404 0.36 -0.50 0.49
C -5.3101 0.7453 -4.4150 0.38 1.87 0.74
O -5.0539 -0.4394 -3.7573 0.18 -0.68 0.13
C -4.2627 -0.2532 -2.5978 -0.63 -0.03 -0.31
N -6.6712 1.8838 -6.0520 -0.42 0.52 -0.06
H -6.3224 -0.4587 -7.4722 -0.21 -0.08 0.05
H -5.5604 -1.3282 -6.0973 0.18 -0.18 -0.28
H -4.7545 0.0735 -6.8901 0.10 -0.27 -0.08
H -7.1431 0.0628 -5.0611 -0.32 0.28 -0.31
H -5.6739 1.4976 -3.6806 -0.47 -0.32 -0.12
H -4.3755 1.2683 -4.7303 -0.05 -0.62 -0.45
H -3.2871 0.1525 -2.8793 0.14 -0.10 0.24
H -4.2163 -1.2337 -2.1355 0.43 -0.04 0.19
H -4.7880 0.4302 -1.9221 0.23 0.11 0.09
H -5.9511 2.5768 -5.8499 0.04 -0.26 -0.22
H -7.4925 2.2386 -5.5696 0.04 -0.17 -0.15
C 0.6501 0.2971 4.9080 -0.79 0.26 0.10
C 1.8815 0.7441 5.6759 1.09 -0.86 -0.34
C 1.4951 1.2226 7.0526 -1.06 0.77 0.41
O 2.5760 1.6991 7.8255 0.11 -0.24 0.05
C 3.1359 2.9255 7.4135 -0.10 0.36 -0.13
N 2.8902 -0.3381 5.8907 -0.12 0.62 -0.18
H 0.0249 1.1928 4.7597 0.05 -0.22 -0.06
H 0.0294 -0.4302 5.4498 0.31 0.08 0.12
H 0.8185 -0.1347 3.9212 0.44 0.06 0.02
H 2.3479 1.5622 5.0950 -0.21 -0.05 0.23
H 1.0486 0.4031 7.6225 0.27 -0.16 -0.09
H 0.6923 1.9884 7.0073 0.35 -0.07 -0.22
H 4.2217 2.8199 7.4354 0.00 0.12 -0.08
H 2.8472 3.7450 8.0845 0.00 -0.20 0.08
H 2.8124 3.2306 6.4095 0.12 -0.20 0.09
H 3.4864 -0.0048 6.6535 -0.14 -0.27 -0.17
H 3.5032 -0.4263 5.0695 -0.42 0.16 0.19
C 2.9225 4.1484 3.4102 0.00 -0.45 0.38
C 2.4128 3.5603 2.1003 1.20 0.07 0.46
C 1.7916 4.5947 1.2249 -0.62 -0.29 -1.05
O 0.5071 4.9475 1.6964 1.58 -1.05 0.78
C -0.1531 5.7207 0.7975 -1.77 1.20 -0.80
N 3.5540 2.9510 1.3381 -0.35 0.56 0.57
H 3.1616 3.3056 4.0696 -0.04 0.20 0.12
H 2.1674 4.7660 3.9002 0.08 0.00 0.05
H 3.8578 4.6980 3.2830 -0.16 0.25 -0.17
H 1.6832 2.7935 2.3762 -0.09 -0.07 -0.43
H 1.6992 4.1491 0.2160 -0.07 0.16 0.10
H 2.4031 5.5034 1.1101 0.12 -0.12 0.22
H -0.6254 5.1460 -0.0117 0.31 -0.12 -0.14
H 0.4703 6.5099 0.3685 0.09 0.03 -0.05
H -0.9803 6.1861 1.3348 -0.03 0.18 -0.04
H 3.9615 3.7175 0.7902 -0.03 -0.43 -0.02
H 4.2629 2.7846 2.0553 0.05 -0.31 -0.41
C -0.2269 -5.6856 0.6940 0.63 0.75 -0.82
C -1.3624 -5.5330 1.6797 -0.10 -0.30 0.09
C -2.6909 -5.3623 0.9483 -0.17 -2.02 0.48
O -2.7933 -4.2875 0.1093 -0.01 1.94 -0.47
C -2.7802 -2.9780 0.7055 0.41 -0.38 -0.38
N -1.4273 -6.7215 2.5672 -0.51 0.47 -0.13
H 0.7382 -5.3972 1.1232 -0.08 -0.11 0.06
H -0.3778 -5.0412 -0.1830 0.03 0.11 0.21
H -0.1144 -6.6902 0.2758 -0.28 -0.10 0.30
H -1.2541 -4.6094 2.2689 0.41 -0.38 0.15
H -3.5170 -5.4516 1.6740 0.03 0.34 0.02
H -2.7898 -6.2311 0.2785 -0.08 -0.01 0.11
H -3.6623 -2.7986 1.3311 0.12 -0.14 0.04
H -2.7727 -2.2666 -0.1236 -0.15 -0.10 0.03
H -1.8472 -2.7930 1.2615 -0.34 -0.12 0.06
H -0.5357 -7.1989 2.5361 0.02 0.00 0.12
H -2.1123 -7.3808 2.1947 0.18 0.15 0.11
C 1.0961 -1.7730 -0.6278 0.60 -1.93 -0.80
C 1.4631 -0.3378 -0.4947 0.17 1.61 0.56
C 0.3398 0.4392 0.1783 -0.23 -0.29 0.22
O -0.8524 0.2621 -0.5554 0.62 0.23 -0.37
C -1.8362 1.1777 -0.1616 -0.23 -0.59 0.70
N 2.7254 -0.1658 0.2631 -0.17 -0.46 0.66
H 0.1456 -1.9910 -1.1203 -0.17 0.52 0.27
H 1.1211 -2.3232 0.3234 -0.15 0.37 0.09
H 1.8126 -2.3247 -1.2629 0.09 0.36 0.23
H 1.5858 0.1721 -1.4603 0.10 -0.53 -0.06
H 0.6085 1.5046 0.2499 -0.02 -0.04 0.00
H 0.1529 0.0621 1.2010 0.27 0.09 0.00
H -1.8642 1.2223 0.9390 -0.16 0.06 -0.08
H -2.7598 0.7168 -0.4965 -0.35 0.64 -0.07
H -1.6552 2.1954 -0.5222 -0.11 -0.04 -0.29
H 2.5675 -0.5845 1.1917 0.13 0.09 -0.46
H 2.9781 0.8100 0.4713 -0.37 -0.18 -0.40